Entry 1:
ORCA calculation (ωB97M-V/def2-TZVPD) on C40H18F15GeN5O2SSn as an isolated structure.

Geometry as XYZ:
```
83
Properties=species:S:1:pos:R:3:forces:R:3
Sn 0.13276 -0.90543 -0.12922 0.0641 -0.0576 -0.0710
N -3.25492 1.75428 -1.97393 -0.1322 0.0435 0.0385
C -2.66490 0.78478 -1.25676 0.1970 0.0153 0.1294
N -1.62644 0.95467 -0.50779 -0.0157 0.0212 -0.0088
C -1.06248 2.22707 -0.40316 -0.0359 -0.1153 -0.2711
N -0.09310 2.48203 0.39418 0.1851 -0.0756 0.1203
N 0.41281 1.36165 1.03496 -0.4548 -0.1262 -0.2517
C 0.72275 1.53852 2.24945 0.1622 -0.0247 0.4083
C 1.28855 0.46139 3.08481 -0.0516 0.0601 -0.1479
C 1.60027 0.71820 4.41173 0.0467 -0.0077 0.0837
C 2.11742 -0.31219 5.18134 0.1261 0.0735 -0.0570
C 2.30628 -1.55169 4.59767 0.2192 0.0751 -0.2113
C 1.96122 -1.71080 3.26014 0.2666 0.1094 -0.0181
N 1.46188 -0.73256 2.52013 0.2066 0.0616 -0.1057
C -1.59366 3.30254 -1.25029 -0.0227 -0.0318 0.1599
C -1.01564 4.57103 -1.30445 0.0476 0.0370 -0.0082
C -1.55944 5.54964 -2.10869 -0.0306 -0.0286 -0.0183
C -2.69818 5.27351 -2.86947 0.0081 0.0110 0.0219
C -3.28086 4.02469 -2.83024 0.0052 -0.0063 -0.0490
C -2.71808 3.04026 -2.02226 -0.0622 -0.0621 -0.0730
H -4.06446 1.53275 -2.52948 0.0266 0.0035 0.0007
H -3.09903 -0.20847 -1.31663 -0.0332 0.0199 0.0657
H 0.55529 2.51013 2.71475 0.0613 -0.0007 -0.0398
H 1.43485 1.70350 4.82866 0.0017 -0.0200 0.0038
H 2.36304 -0.15077 6.22265 -0.0124 -0.0007 -0.0140
H 2.70054 -2.38471 5.16362 0.0126 0.0069 -0.0218
H 2.08242 -2.66934 2.76693 -0.0024 -0.0407 -0.0064
H -0.13423 4.75813 -0.70615 -0.0245 -0.0028 -0.0017
H -1.10594 6.53054 -2.15100 -0.0075 -0.0035 -0.0011
H -3.12994 6.04202 -3.49712 0.0143 -0.0021 0.0014
H -4.15804 3.80114 -3.42589 0.0117 0.0038 0.0079
C -2.54341 -2.10239 -3.80553 0.0678 0.0138 0.0065
C -1.42689 -1.35941 -3.10285 0.2401 0.0528 -0.1898
O -1.05695 -1.81094 -2.01113 -0.2158 -0.0564 0.0805
C -0.84363 -0.17822 -3.72028 -0.1183 -0.1198 0.0688
C -1.26187 0.19116 -5.02112 -0.0160 0.0289 -0.0185
C -0.76136 1.28702 -5.66814 0.0278 0.0108 0.0407
C 0.20241 2.07626 -5.00979 -0.0268 0.0008 0.0066
C 0.63701 1.75513 -3.75468 0.0097 -0.0149 -0.0455
C 0.14653 0.61217 -3.05635 -0.1517 0.1196 0.1141
O 0.58016 0.40591 -1.86367 0.3270 -0.0897 -0.1259
H -2.89475 -2.89495 -3.15219 -0.0151 -0.0289 0.0472
H -2.19184 -2.54153 -4.74073 0.0068 0.0205 0.0142
H -3.36677 -1.42838 -4.04974 -0.0037 -0.0316 -0.0037
H -1.99354 -0.42221 -5.53024 -0.0003 0.0115 0.0102
H -1.09094 1.53706 -6.66731 0.0026 0.0050 0.0129
H 0.60260 2.95368 -5.50455 0.0047 -0.0067 0.0064
H 1.37428 2.35676 -3.23757 -0.0102 -0.0051 -0.0107
F -0.49959 -1.54534 4.11720 -0.6547 -0.1709 0.2312
C -0.75302 -2.75214 4.63384 -0.0678 0.0906 -0.0179
C -1.45420 -3.70917 3.91938 0.0658 0.0305 0.0221
C -1.65224 -4.92485 4.55231 0.0777 -0.0267 -0.0118
F -2.27948 -5.92349 3.90990 -0.0417 0.0940 -0.0618
C -1.19547 -5.19075 5.82808 -0.0010 -0.1084 0.0789
F -1.39796 -6.37804 6.40294 -0.0001 0.0601 -0.0449
C -0.50017 -4.20871 6.50958 0.0653 -0.0615 0.1513
F -0.04093 -4.44565 7.73770 -0.0308 0.0160 -0.0735
C -0.27355 -2.98557 5.91110 -0.0149 -0.0189 0.0169
F 0.40548 -2.04194 6.57139 -0.2215 -0.0822 0.2129
Ge -2.20568 -3.42016 2.11597 -0.0652 -0.0782 0.0766
S -2.12791 -1.42429 1.36201 -0.1308 0.2936 -0.1109
C -1.36629 -4.73114 0.91345 -0.0119 -0.1001 -0.0095
C -1.93780 -4.90565 -0.33653 -0.0515 -0.0160 0.0020
F -3.03510 -4.21388 -0.66917 0.0900 0.1685 -0.0777
C -1.46108 -5.81029 -1.26149 0.0149 0.0086 -0.1052
F -2.05195 -5.95747 -2.45024 0.0275 0.0220 0.0520
C -0.35494 -6.57519 -0.94126 0.0533 -0.1183 -0.0949
F 0.12762 -7.45002 -1.82151 -0.0227 0.0498 0.0550
C 0.25022 -6.42907 0.29227 0.0644 -0.0129 -0.0168
F 1.32472 -7.16214 0.59173 -0.0258 0.0284 0.0107
C -0.25766 -5.51098 1.19559 0.0220 0.0524 -0.1528
F 0.40079 -5.39837 2.35952 -0.0699 0.0661 0.0978
C -4.11008 -3.92207 2.38089 0.0373 0.2687 0.0413
C -4.86021 -3.07865 3.18969 -0.0339 -0.0097 0.0037
F -4.26765 -2.08722 3.87065 0.1085 -0.0280 -0.0569
C -6.22670 -3.20551 3.34889 -0.0558 -0.0100 0.0401
F -6.91023 -2.37375 4.13801 0.0353 -0.0152 -0.0247
C -6.88961 -4.21824 2.68083 -0.1513 -0.0038 0.0218
F -8.20715 -4.36190 2.82152 0.0966 0.0106 -0.0136
C -6.17830 -5.08989 1.87998 -0.0490 -0.1118 -0.0161
F -6.81572 -6.08093 1.25123 0.0395 0.0454 0.0263
C -4.80902 -4.93469 1.75325 0.0929 -0.2026 -0.0900
F -4.17603 -5.84321 0.99196 -0.0961 0.0240 0.1586
```
Forces are in eV/Å.

Results
**E_tot**: -6146.7650 hartree
**HOMO**: -7.7 eV
**Largest force on an atom**: 0.72 eV/A
**Relative energy (zero: lowest compared OMol25 entry of this formula, charge and spin)**: 27.8 kJ/mol


Entry 2:
ORCA calculation (ωB97M-V/def2-TZVPD) on C40H19CdF15GeN6O3S2 as an isolated structure.

Geometry as XYZ:
```
87
Properties=species:S:1:pos:R:3:forces:R:3
Cd 0.44427 0.16073 -0.05178 0.3475 -0.0816 0.3253
C -3.19471 -0.61192 2.82897 -0.2386 -0.1220 0.0581
C -2.20426 -0.77171 1.72006 -0.1474 -0.3820 -0.2551
N -1.27642 0.09172 1.56126 0.2150 0.1302 0.1820
N -1.33160 1.17425 2.38142 0.4184 0.1439 -0.3239
C -0.23234 1.90924 2.42138 -0.3509 -0.3044 0.0095
N -0.44823 3.14145 2.98976 0.1726 0.0603 0.1622
S 1.38489 1.50845 1.95242 -0.3614 0.0989 -0.0340
C -2.26602 -1.92282 0.76463 -0.0841 0.2767 0.1305
C -3.38157 -2.75147 0.69712 -0.3305 0.0899 -0.2562
C -3.39047 -3.81395 -0.19686 -0.1401 0.2975 -0.1263
C -2.28536 -4.04227 -0.99376 -0.0554 0.1043 -0.0888
C -1.21793 -3.16507 -0.87082 0.1637 0.4868 0.0284
N -1.21516 -2.13390 -0.02778 0.1583 0.1267 -0.3195
H -3.62430 0.39285 2.78741 0.0172 -0.0889 0.0000
H -3.98811 -1.35918 2.79976 0.1016 0.0997 0.0688
H -2.67627 -0.68784 3.78935 -0.0333 0.0176 -0.0614
H -1.40008 3.46495 2.90390 -0.0258 -0.0164 -0.0392
H 0.25772 3.81462 2.75757 0.1154 0.1249 0.0144
H -4.24381 -2.56685 1.32350 0.0534 -0.0572 -0.0758
H -4.25563 -4.46405 -0.25510 -0.0431 0.0279 -0.0207
H -2.24107 -4.87174 -1.69182 0.0143 0.0748 0.0614
H -0.31887 -3.29185 -1.46973 -0.1641 0.1561 0.0911
O -2.18411 4.25336 0.20469 -0.1435 0.1366 -0.0521
C -3.18929 3.82681 -0.57880 0.0002 -0.0575 0.0686
C -4.37348 4.57298 -0.61641 -0.0613 -0.0329 -0.0178
C -5.44983 4.14421 -1.37803 0.1054 -0.0687 -0.0161
C -5.36652 2.96200 -2.11555 0.0271 0.0885 0.0974
C -4.18432 2.23504 -2.09379 -0.0274 0.0196 -0.0480
C -3.08285 2.65281 -1.35092 0.0546 0.0098 -0.0661
C -1.78965 1.88856 -1.36889 -0.0064 0.2005 0.2447
O -0.87334 2.28040 -0.55443 -0.2071 -0.2197 -0.3013
N -1.71296 0.89456 -2.22354 0.1300 -0.0290 0.1847
N -0.48720 0.24847 -2.09652 -0.4467 0.2598 0.0646
C -0.15338 -0.50829 -3.05906 0.5831 -0.4276 -0.3056
C 1.11463 -1.23731 -3.15151 -0.1734 0.0146 -0.0269
C 1.22510 -2.18511 -4.18521 -0.1381 0.0691 0.1050
C 2.37364 -2.91127 -4.41311 0.1970 0.0109 0.1570
C 3.47477 -2.68294 -3.56510 -0.2367 0.0531 -0.0501
C 3.40851 -1.75929 -2.54673 -0.0779 -0.0398 -0.0577
C 2.23829 -0.98211 -2.28987 -0.1421 0.3437 0.1797
O 2.24537 -0.08776 -1.35433 -0.0242 -0.5723 -0.4090
H -1.45487 3.55948 0.08234 -0.0294 -0.1239 -0.0671
H -4.42369 5.48377 -0.02612 0.0042 -0.1019 -0.0600
H -6.36148 4.73486 -1.39606 0.0496 -0.0443 0.0170
H -6.21414 2.61452 -2.69726 0.0634 0.0328 0.0314
H -4.08009 1.31716 -2.66333 0.0057 0.1025 0.0488
H -0.85596 -0.60837 -3.88883 -0.0057 -0.0109 -0.1151
H 0.35155 -2.35226 -4.81565 0.0870 0.0583 0.0399
H 2.42269 -3.64633 -5.20965 0.0038 0.0554 0.0769
H 4.38967 -3.24668 -3.71672 0.0203 -0.0149 0.0240
H 4.24633 -1.59448 -1.88038 0.0094 -0.0015 -0.0107
F 4.19943 -6.00136 1.97062 -0.0607 0.0762 0.2011
C 3.75957 -6.01636 0.70114 -0.2078 -0.0619 -0.0082
C 2.53059 -5.48935 0.35408 -0.0174 0.2787 -0.0684
C 2.22300 -5.51750 -0.99839 -0.0244 0.0315 0.1597
F 1.09761 -4.95045 -1.45851 0.0281 -0.1862 0.1584
C 3.03924 -6.10739 -1.93785 -0.1602 0.0395 -0.0675
F 2.68828 -6.18369 -3.22071 -0.0735 0.0426 -0.2395
C 4.23927 -6.64370 -1.53789 0.0319 -0.0226 -0.0576
F 5.04231 -7.21524 -2.43122 0.2982 -0.2165 -0.3317
C 4.61070 -6.59222 -0.21843 -0.0368 0.0185 0.1058
F 5.78415 -7.11109 0.15289 0.2885 -0.1177 0.1247
Ge 1.42184 -4.30038 1.53026 0.2431 -0.3825 0.0131
S 1.93229 -2.34948 1.02252 -0.0165 0.0767 0.0558
C 1.76287 -4.93606 3.40698 0.2653 0.2853 -0.0144
C 1.99272 -4.08206 4.47839 -0.1287 -0.0844 -0.1524
F 1.90023 -2.76120 4.36780 0.0270 0.0224 -0.1744
C 2.30507 -4.56001 5.73732 -0.0053 0.0072 -0.0251
F 2.52797 -3.72589 6.75466 0.0320 0.1621 0.1994
C 2.38050 -5.91629 5.95292 -0.0088 0.0329 0.0021
F 2.67497 -6.38376 7.16292 0.1008 -0.1609 0.4385
C 2.13701 -6.79183 4.92130 -0.0078 -0.1303 0.0445
F 2.19447 -8.11019 5.14233 0.0306 -0.2220 0.0421
C 1.83718 -6.28679 3.67950 -0.0915 0.0348 -0.2337
F 1.61782 -7.19152 2.70589 -0.0296 0.0315 -0.0733
C -0.42451 -5.10563 1.50087 -0.1585 0.3804 0.0101
C -0.92404 -6.19232 0.80908 0.1113 -0.1136 0.2981
F -0.16097 -6.95999 0.01963 0.2630 0.1021 -0.1500
C -2.23551 -6.59999 0.92735 0.0974 -0.1055 0.1538
F -2.68388 -7.66325 0.25533 -0.1389 -0.2540 -0.2375
C -3.09371 -5.92027 1.75546 0.2270 -0.2555 0.2228
F -4.36021 -6.30527 1.85984 -0.5944 -0.1285 -0.0003
C -2.63889 -4.84771 2.47964 0.1401 -0.3304 0.2564
F -3.47368 -4.19727 3.28666 -0.2003 0.1866 0.2003
C -1.32574 -4.46617 2.34247 0.2332 0.0237 -0.0748
F -0.93997 -3.40818 3.07196 0.1202 -0.0342 -0.0445
```
Forces are in eV/Å.

Results
**E_tot**: -6629.0971 hartree
**HOMO**: -2.3 eV
**Largest force on an atom**: 0.79 eV/A
**Total charge**: -2